DFT (wB97M-V/def2-TZVPD) results for a molecular structure, C12H28InN4O4.

Structure (XYZ):
```
49
Properties=species:S:1:pos:R:3:forces:R:3:lowdin_charge:R:1
In -0.40718 -1.41457 0.29952 0.83 1.04 0.02 1.44
C 0.88338 -0.14610 4.81728 -0.33 0.77 -0.25 0.04
C -0.26349 -0.85063 4.13728 0.09 0.24 0.26 -0.47
O -0.08764 -1.46139 3.05297 0.06 -0.24 -1.16 -0.09
N -1.42680 -0.82136 4.77882 0.91 -0.34 -1.44 0.08
C -2.64302 -1.53180 4.36717 -0.18 1.30 1.17 0.01
H 1.37321 0.57354 4.15908 -0.10 -0.23 -0.30 0.09
H 1.64798 -0.83875 5.16044 -0.22 -0.13 0.22 0.11
H 0.46257 0.47272 5.60927 0.38 -0.26 0.41 0.10
H -1.42236 -0.23509 5.60099 -0.48 -0.22 0.21 0.16
H -2.72940 -2.33488 5.10087 -0.55 -0.18 -0.34 0.12
H -2.71069 -1.85940 3.33808 0.70 -0.14 0.00 0.08
H -3.40922 -0.76356 4.49889 -0.44 -0.56 0.17 0.11
C 0.06173 2.32689 -3.26023 -0.79 -1.24 -0.15 0.05
C -0.22845 2.11802 -1.79535 1.27 0.43 0.67 -0.45
O -0.27612 0.94877 -1.33677 -0.68 -0.77 -0.28 -0.02
N -0.24705 3.16516 -0.97532 -0.01 -0.56 -0.05 0.07
C 0.19921 4.51356 -1.33318 -1.08 0.17 0.10 0.00
H 1.13654 2.38581 -3.42328 -0.01 0.59 0.02 0.12
H -0.56771 3.10610 -3.68611 0.48 0.44 0.11 0.12
H -0.23767 1.41612 -3.78428 0.01 -0.04 0.12 0.09
H -0.43172 2.91791 -0.01427 0.12 0.26 0.16 0.16
H 0.40946 5.09902 -0.44214 0.32 -0.32 0.10 0.11
H -0.66232 5.01658 -1.77977 0.33 0.13 -0.42 0.11
H 1.05452 4.45151 -1.99664 0.00 0.24 -0.04 0.10
C -1.35682 -1.74168 -4.40233 -0.38 -0.40 0.36 0.04
C -2.36231 -1.59014 -3.26764 1.05 -0.95 -1.31 -0.47
O -2.01478 -1.40664 -2.08691 -0.33 0.43 1.38 -0.04
N -3.63190 -1.79196 -3.59819 -0.67 0.42 0.61 0.08
C -4.76997 -1.92688 -2.69108 0.11 0.68 0.12 0.00
H -0.33092 -1.62002 -4.06846 -0.08 0.57 -0.02 0.09
H -1.65366 -1.12856 -5.25095 0.32 0.13 -0.02 0.10
H -1.40420 -2.78669 -4.72303 -0.23 0.02 -0.06 0.11
H -3.95077 -1.73255 -4.55833 0.71 -0.10 -0.19 0.17
H -5.49167 -1.13713 -2.91270 -0.24 -0.39 -0.38 0.11
H -4.52241 -1.70829 -1.65628 0.42 -0.57 -0.02 0.09
H -5.14958 -2.93203 -2.87538 -0.41 0.16 0.38 0.12
C 4.09938 -0.06669 -0.96008 -0.26 -0.19 0.86 0.05
C 3.44082 -0.28375 0.40435 0.60 -0.61 -1.48 -0.47
O 2.19804 -0.36313 0.48861 -1.33 0.23 0.32 -0.07
N 4.25077 -0.47317 1.43837 0.25 -0.48 0.32 0.09
C 3.84023 -0.71173 2.80936 0.42 0.41 -0.28 0.00
H 3.95220 -0.97326 -1.54750 0.25 -0.13 0.10 0.10
H 5.15355 0.14536 -0.79807 0.04 0.03 -0.44 0.10
H 3.60909 0.72011 -1.52733 0.04 0.22 0.27 0.09
H 5.25213 -0.52246 1.28847 -0.10 0.30 -0.33 0.17
H 2.81884 -1.07821 2.79499 -0.04 0.25 0.39 0.07
H 4.02475 0.25540 3.29748 -0.68 -0.15 0.36 0.12
H 4.52142 -1.40011 3.30932 -0.08 -0.24 -0.26 0.12
```
Positions in Å, forces in eV/Å.

Values from the calculation:
* E_HOMO: -0.67038 hartree
* electronic energy: -1183.03177 Eh
* energy above the lowest of the compared OMol25 structures with the same formula, charge and spin: 372.5 kJ/mol
* total charge: +3
* spin multiplicity: 1
* largest force on an atom: 0.0376 Eh/bohr

DFT (wB97M-V/def2-TZVPD) results for a molecular structure, C12H28N2NbO10S.

Structure (XYZ):
```
54
Properties=species:S:1:pos:R:3:forces:R:3:lowdin_charge:R:1
C -4.75555 -4.35895 3.02122 -0.04 0.12 -0.26 -0.07
C -3.23721 -4.44144 3.05559 -0.11 0.01 0.30 -0.28
O -2.79175 -5.72996 2.65273 -0.04 0.06 -0.02 -0.15
C -1.73157 -5.70526 1.72310 0.21 -0.19 -0.03 -0.19
C -0.42568 -5.13987 2.27921 0.16 0.00 -0.03 -0.20
O 0.40083 -4.65260 1.24414 0.21 0.02 0.26 -0.14
C 0.18602 -3.27586 0.95777 -0.04 -0.15 -0.20 -0.18
C 1.33407 -2.74833 0.11286 -0.07 -0.02 -0.11 -0.22
O 0.82352 -2.19932 -1.08047 0.18 -0.20 -0.19 -0.28
C 1.56690 -1.08064 -1.57410 -0.59 0.65 0.45 -0.38
Nb 0.45441 0.82209 -1.14482 -1.08 -0.10 -1.22 1.63
C 2.14489 2.05161 -2.10795 0.01 -0.52 0.83 -0.35
C 2.05346 3.50353 -1.62056 0.56 -0.43 -0.07 -0.35
C 3.35113 4.24957 -1.94659 -0.26 0.42 0.04 -0.24
S 3.40900 5.83698 -1.10034 -0.91 -0.39 0.81 0.58
O 4.31758 5.76583 -0.00444 0.57 0.19 -0.33 -0.27
O 2.06931 6.26649 -0.82700 -0.06 0.09 -0.40 -0.29
O 4.00388 6.86098 -2.18479 0.28 -0.27 -0.09 -0.17
C -0.64243 0.69589 -3.14905 0.07 0.26 -0.09 -0.33
O -1.75591 1.61091 -3.34284 -0.04 0.25 0.08 -0.20
N -2.86934 1.18635 -2.65093 0.40 -0.09 0.16 -0.09
O -3.63542 2.05974 -2.48553 -0.19 0.07 -0.28 0.02
O -0.71746 2.50462 -0.63648 -0.18 -1.56 -0.06 -0.30
C -0.72499 2.82624 0.58887 1.18 1.57 -0.35 -0.57
N -0.46169 3.37474 1.57782 -0.89 -0.31 0.68 0.12
H -5.21610 -4.55916 3.98411 -0.01 -0.16 0.07 0.07
H -5.06665 -3.36602 2.70222 -0.05 0.11 0.08 0.07
H -5.14058 -5.06147 2.28567 -0.03 -0.10 -0.02 0.08
H -2.88706 -4.25667 4.07348 0.11 0.09 0.04 0.12
H -2.81056 -3.65926 2.42660 0.09 -0.06 -0.20 0.11
H -1.99248 -5.16855 0.80540 -0.14 0.20 0.06 0.13
H -1.55583 -6.74148 1.44078 -0.10 -0.09 -0.08 0.12
H 0.12905 -5.92551 2.79167 0.05 -0.08 0.01 0.12
H -0.60517 -4.35391 3.01681 -0.16 0.08 0.02 0.11
H -0.74623 -3.14148 0.40622 -0.06 0.09 -0.08 0.12
H 0.11499 -2.69866 1.88248 -0.05 -0.08 0.16 0.12
H 2.02579 -3.56140 -0.12642 0.02 -0.16 0.09 0.13
H 1.88993 -2.00792 0.69183 0.00 0.21 -0.09 0.11
H 2.55669 -1.02086 -1.11538 0.17 -0.06 -0.05 0.05
H 1.70858 -1.19468 -2.65314 0.03 -0.06 -0.11 0.06
H -0.77349 -0.15989 -0.17135 0.57 -0.16 0.64 -0.08
H 1.42470 1.13174 0.38884 0.12 0.35 -0.30 -0.07
H 3.09926 1.61762 -1.80167 0.16 0.05 -0.08 0.03
H 2.06988 1.98324 -3.19520 -0.01 -0.02 -0.11 0.03
H 1.21690 4.01111 -2.08969 -0.17 0.12 0.17 0.10
H 1.92875 3.50911 -0.53911 -0.22 0.15 0.07 0.08
H 4.21425 3.69903 -1.58699 0.16 0.00 -0.07 0.10
H 3.43237 4.43920 -3.01501 0.14 -0.05 -0.08 0.10
H 3.31339 6.94329 -2.85904 0.04 0.26 0.00 0.09
H -1.05328 -0.32254 -3.19247 0.07 -0.15 0.21 0.05
H 0.00451 0.79541 -4.01922 -0.11 0.14 -0.20 0.04
O -1.24939 6.39701 3.07667 -0.21 0.00 -0.06 -0.08
H -1.38177 5.49757 2.74835 0.23 -0.11 0.03 0.00
H -1.01644 6.89183 2.28615 0.09 -0.02 -0.01 0.02
```
Positions in Å, forces in eV/Å.

Values from the calculation:
* E_HOMO: -0.20732 hartree
* electronic energy: -1790.80740 Eh
* total charge: -1
* spin multiplicity: 1
* largest force on an atom: 0.0388 Eh/bohr

DFT (wB97M-V/def2-TZVPD) results for a molecular structure, C12H28N8O16Pb.

Structure (XYZ):
```
65
Properties=species:S:1:pos:R:3:forces:R:3:lowdin_charge:R:1
Pb -0.15346 -0.92667 -0.29796 -0.36 -1.44 -1.31 1.67
N 2.12341 -3.85412 0.06303 -0.91 1.06 -0.46 -0.59
O 2.48468 -4.65133 0.95523 0.21 0.04 -0.26 -0.07
O 2.72528 -3.68438 -0.99732 0.43 -0.56 0.63 0.00
O 1.07645 -3.14551 0.27075 0.37 -0.47 0.60 -0.20
N -3.84397 -0.32742 0.41569 0.62 -2.76 -0.06 -0.57
O -4.01317 0.86878 0.73738 -0.28 0.38 -0.20 -0.08
O -4.70230 -0.99912 -0.20191 0.15 1.52 0.41 -0.03
O -2.78569 -0.93385 0.76586 -0.60 1.19 0.01 -0.13
N -1.40160 -3.87870 -2.20696 -0.08 -0.38 -0.45 -0.60
O -0.35662 -4.12910 -2.82806 -0.73 -0.17 0.27 -0.03
O -1.46368 -2.87532 -1.45582 -0.05 0.47 0.42 -0.18
O -2.43802 -4.58973 -2.31548 0.70 0.11 -0.12 -0.09
N 1.77010 -0.66413 -3.27200 0.21 -1.56 -0.77 -0.55
O 1.92579 0.56980 -3.04314 -0.06 -0.43 0.11 -0.10
O 1.20147 -1.42891 -2.45112 0.20 1.23 -0.14 -0.13
O 2.19699 -1.18811 -4.33368 -0.18 1.16 0.78 -0.05
C -3.73915 0.44415 -3.28434 0.32 1.42 0.56 0.02
C -2.30308 0.84876 -2.92678 -0.55 -1.20 1.05 -0.51
O -1.71850 0.18961 -2.08406 0.48 0.37 -0.14 -0.05
N -1.81041 1.97821 -3.45901 -1.23 0.13 -1.24 0.00
C -0.54296 2.57573 -3.16474 0.51 -0.17 -0.17 -0.06
H -4.17333 0.04521 -2.36840 0.16 -0.63 -0.21 0.06
H -3.80775 -0.21869 -4.14126 -0.03 -0.05 0.07 0.08
H -4.28988 1.38391 -3.40992 -0.17 -0.14 -0.63 0.07
H -2.41191 2.36759 -4.16530 0.23 0.25 0.04 0.12
H -0.28898 3.32236 -3.91868 -0.36 0.20 0.06 0.08
H 0.25265 1.83264 -3.26779 0.01 0.00 0.67 0.06
H -0.61169 3.03354 -2.17544 0.52 -0.06 0.01 0.08
C 0.71478 -0.21139 4.23258 0.70 -0.99 -0.17 0.01
C 0.02443 -1.17489 3.29913 -1.12 1.32 0.03 -0.54
O -0.35916 -0.74873 2.21792 0.25 -0.59 0.34 -0.09
N -0.30425 -2.37417 3.79441 -0.31 -0.45 -0.10 0.02
C -1.04520 -3.34317 2.98018 1.34 -0.61 -0.43 -0.04
H 0.58182 0.80014 3.86552 -0.12 -0.01 0.11 0.08
H 1.76913 -0.49131 4.13660 0.14 0.35 0.41 0.08
H 0.35638 -0.38073 5.24738 0.19 0.32 0.10 0.07
H 0.14346 -2.69100 4.63494 -0.01 0.06 0.01 0.13
H -1.97029 -2.93397 2.58404 -0.03 0.01 0.13 0.09
H -1.14594 -4.27930 3.52968 -0.52 0.29 0.38 0.08
H -0.38119 -3.65463 2.16749 -0.30 0.32 -0.42 0.07
C 3.52183 1.56560 -0.47326 -0.31 -0.14 0.58 0.01
C 3.35200 0.14782 0.07414 -1.96 0.26 -0.57 -0.50
O 2.21969 -0.28203 0.24833 0.61 0.21 0.73 -0.08
N 4.43804 -0.57479 0.37284 1.00 0.84 -0.63 0.02
C 4.44761 -1.87375 0.96184 0.50 -1.10 0.91 -0.08
H 2.54469 2.03673 -0.39851 -0.19 -0.28 -0.18 0.06
H 3.79274 1.58385 -1.52754 0.31 -0.04 0.09 0.07
H 4.15100 2.15036 0.20185 0.52 -0.09 -0.37 0.07
H 5.20063 -0.35935 -0.25392 0.23 0.01 0.41 0.14
H 4.89401 -2.60464 0.28825 -0.39 -0.11 -0.06 0.09
H 3.49178 -2.23674 1.33331 -0.29 0.29 -0.65 0.07
H 5.06390 -1.87197 1.87067 0.22 0.21 -0.09 0.07
C 0.28317 3.81331 0.83338 0.61 1.32 1.04 0.00
C -0.61751 2.62753 0.80810 -1.19 -1.51 -1.03 -0.52
O -0.21690 1.55332 0.37201 1.04 0.60 0.30 -0.09
N -1.92866 2.70280 1.11239 -0.13 2.19 0.46 0.05
C -2.62479 3.93314 1.48250 0.12 0.19 0.15 -0.10
H -0.20144 4.78755 0.93699 -0.36 -0.11 -0.72 0.06
H 1.00076 3.78251 0.01876 -0.32 0.00 -0.29 0.08
H 0.91682 3.88596 1.72535 -0.05 -0.82 0.17 0.09
H -2.50228 1.85828 1.14497 0.02 -0.42 -0.49 0.09
H -3.69529 3.73939 1.52401 0.10 -0.37 0.66 0.08
H -2.62192 4.80542 0.81731 0.67 -0.46 -0.76 0.07
H -2.19455 4.34761 2.39759 -0.53 -0.16 0.42 0.07
```
Positions in Å, forces in eV/Å.

Values from the calculation:
* E_HOMO: -0.06667 hartree
* electronic energy: -2308.47108 Eh
* total charge: -2
* spin multiplicity: 1
* largest force on an atom: 0.0549 Eh/bohr

DFT (wB97M-V/def2-TZVPD) results for a molecular structure, C12H29AlN4O9P.

Structure (XYZ):
```
56
Properties=species:S:1:pos:R:3:forces:R:3:lowdin_charge:R:1
O 2.28704 -1.79113 -3.17232 0.06 1.04 0.54 -0.04
H 2.92069 -2.26232 -3.74097 -0.50 -0.28 0.32 0.11
Al 0.33648 -0.89788 -0.47203 1.86 2.39 -0.88 -0.04
N -0.73468 -0.30873 -1.91489 -0.42 1.23 -1.16 -0.11
N 1.20724 0.89992 -0.90539 -0.96 0.05 -2.55 -0.08
N -0.76950 -1.84429 0.55409 -0.94 -1.99 3.28 -0.06
N 1.30594 -0.74386 1.26368 -0.93 -1.64 3.60 0.01
O -1.85819 -0.96125 -2.15083 0.69 -0.09 -0.26 -0.11
O -1.70001 -2.54019 -0.15647 -0.33 0.22 0.58 0.01
O 2.25503 0.09970 1.67578 0.32 0.09 -0.68 -0.04
O 2.01849 1.63701 -0.21198 1.20 -0.11 0.54 -0.13
C 0.77977 1.41772 -2.08982 2.29 -0.16 2.76 -0.23
C -0.27399 0.70275 -2.68528 -1.91 -2.42 -0.05 -0.24
C -0.40666 -2.17315 1.80396 -3.08 -0.47 -3.48 -0.19
C 0.76178 -1.49745 2.24289 2.21 1.98 -1.17 -0.18
C -0.82904 0.95058 -4.05022 -0.05 0.26 0.11 0.01
H -0.30804 0.30622 -4.77666 -0.24 0.09 0.20 0.10
H -0.65465 1.98778 -4.35633 -0.19 -0.23 0.03 0.08
H -1.90033 0.72048 -4.06984 0.28 0.03 -0.06 0.09
C 1.43351 2.68990 -2.53242 -0.68 -0.15 -0.68 0.00
H 2.52232 2.56576 -2.55785 -0.21 0.05 0.10 0.09
H 1.20363 3.49878 -1.82542 0.11 -0.18 -0.18 0.10
H 1.06840 2.95044 -3.53795 0.25 0.11 0.42 0.08
C -1.26528 -3.08193 2.59722 0.15 -0.89 0.72 0.03
C 1.28181 -1.58483 3.65653 -0.01 0.26 -0.10 0.02
H -1.66684 -3.92496 2.01816 0.07 0.49 -0.11 0.11
H -2.10629 -2.54960 3.06208 0.17 0.05 -0.33 0.09
H -0.71553 -3.52915 3.42730 0.11 0.11 -0.04 0.09
H 2.12810 -0.89309 3.77534 -0.38 -0.29 -0.02 0.09
H 1.62862 -2.61171 3.89466 -0.26 0.51 -0.23 0.11
H 0.48690 -1.31602 4.38092 0.38 -0.15 -0.40 0.11
H -1.88481 -1.93084 -1.02464 0.05 -0.07 0.18 0.08
H 2.22482 0.87599 0.89340 0.13 0.02 -0.14 0.04
C 3.77741 -1.29813 -1.82338 -0.52 -1.10 -0.15 0.37
H 4.03745 -1.08195 -2.86758 1.44 -0.15 1.34 0.08
H 3.43420 -2.29801 -1.44593 1.55 0.84 -0.40 0.09
H 3.95638 -0.60056 -0.97377 -1.04 0.36 -1.01 0.10
O 1.02428 -2.40220 -1.12340 1.34 -0.48 -0.53 -0.10
H 2.00821 -2.27052 -2.31268 -1.57 -0.44 -0.66 0.01
H 0.59024 -3.26555 -1.03453 0.07 0.64 -0.02 0.09
C -3.37554 -0.13284 2.54806 -0.11 0.11 -0.09 -0.11
O -2.08374 0.48759 2.40008 0.02 0.66 -0.28 -0.33
P -1.58461 1.03824 0.93857 -0.50 0.32 -0.54 0.89
O -0.12930 1.61215 1.28561 -1.04 -0.32 0.03 -0.38
C 0.17178 2.53353 2.30844 0.14 0.60 0.65 -0.09
O -2.51337 2.39240 0.72046 0.34 -0.53 0.31 -0.32
C -2.44484 3.09675 -0.54258 -0.26 0.15 0.20 -0.10
H -3.41092 -0.53668 3.56686 0.00 0.11 -0.30 0.09
H -3.51743 -0.94364 1.81631 0.09 0.21 0.16 0.08
H -4.17931 0.60486 2.42594 0.25 -0.16 0.03 0.09
H -0.72403 3.01462 2.71932 0.15 -0.19 -0.08 0.09
H 0.71068 1.99738 3.09375 -0.05 0.20 0.01 0.09
H 0.81025 3.29833 1.86822 0.08 -0.02 0.12 0.10
H -3.20710 3.89741 -0.52163 0.37 -0.53 0.13 0.10
H -1.46488 3.56840 -0.67948 -0.08 -0.17 0.07 0.08
H -2.66255 2.42776 -1.38138 0.07 0.00 0.13 0.08
```
Positions in Å, forces in eV/Å.

Values from the calculation:
* E_HOMO (alpha / beta): -0.38003 / -0.37427 hartree
* electronic energy: -1954.20931 Eh
* total charge: +1
* spin multiplicity: 1
* largest force on an atom: 0.0909 Eh/bohr

DFT (wB97M-V/def2-TZVPD) results for a molecular structure, C12H29AsO3Sr.

Structure (XYZ):
```
46
Properties=species:S:1:pos:R:3:forces:R:3:lowdin_charge:R:1
Sr 0.42835 -0.90678 0.39695 -0.91 0.87 -0.17 1.60
C 3.45075 0.93672 0.60297 0.03 0.06 -0.03 -0.02
O 2.74817 -0.25733 0.18960 0.26 -0.11 0.13 -0.38
C 3.28072 -1.46625 0.76815 0.24 0.33 0.20 -0.19
C 3.05647 -2.60411 -0.18936 0.28 -0.08 -0.24 -0.13
O 1.65551 -2.77166 -0.45726 0.09 -0.23 0.12 -0.31
C 1.00314 -3.88256 0.19039 0.02 -0.05 -0.25 -0.15
C 1.02441 -3.81736 1.69349 0.13 -0.41 0.02 -0.19
O 0.34563 -2.64113 2.13210 0.07 0.11 0.10 -0.38
C 0.42926 -2.46419 3.56225 -0.08 -0.10 0.07 -0.03
H 4.50445 0.84818 0.34403 -0.01 0.00 -0.02 0.11
H 3.34577 1.09428 1.67790 0.01 -0.02 0.00 0.11
H 3.01407 1.76838 0.05750 -0.02 -0.01 0.00 0.10
H 2.78239 -1.63081 1.73341 0.10 -0.12 0.09 0.12
H 4.34520 -1.34987 0.97766 0.02 -0.01 -0.08 0.15
H 3.49459 -3.52097 0.20784 -0.04 -0.03 -0.05 0.15
H 3.52858 -2.36773 -1.14244 0.01 -0.09 0.00 0.16
H 1.44179 -4.81906 -0.15586 -0.01 -0.01 0.01 0.16
H -0.02546 -3.83167 -0.17311 -0.06 -0.21 -0.02 0.14
H 2.04736 -3.81364 2.08354 -0.03 -0.07 0.04 0.14
H 0.51740 -4.71354 2.06241 0.01 0.07 0.14 0.16
H 0.08595 -3.36633 4.06673 -0.02 0.01 0.00 0.11
H -0.22186 -1.63666 3.83188 0.01 0.02 0.00 0.10
H 1.45995 -2.25206 3.85400 -0.01 -0.01 0.01 0.10
C -3.73841 0.06228 -0.71635 -0.01 0.09 0.03 -0.17
C -3.18639 1.43576 -0.34892 0.09 -0.02 0.00 -0.44
As -1.26355 1.52888 -0.70265 -0.09 0.19 -0.12 1.11
C -1.18538 1.50760 -2.66637 0.00 -0.02 0.05 -0.44
C -2.00077 2.58681 -3.36774 0.02 -0.03 0.02 -0.14
C -0.74220 3.37801 -0.26521 -0.05 -0.06 0.00 -0.43
C -1.90182 4.36751 -0.18882 0.07 -0.03 0.00 -0.15
H -4.80904 0.01456 -0.52198 0.00 -0.02 0.00 0.09
H -3.26963 -0.73082 -0.12450 -0.01 -0.02 -0.01 0.05
H -3.58843 -0.16286 -1.77303 -0.01 -0.02 0.00 0.07
H -3.33917 1.65975 0.70730 0.00 -0.03 0.01 0.07
H -3.67821 2.22581 -0.91429 0.01 -0.01 -0.02 0.07
H -1.50188 0.51103 -2.98279 -0.01 0.01 -0.01 0.06
H -0.12736 1.59467 -2.92522 0.00 0.00 0.01 0.06
H -3.06101 2.51788 -3.12505 0.00 0.01 0.00 0.07
H -1.90568 2.47660 -4.44772 -0.01 0.01 0.00 0.09
H -1.64930 3.58449 -3.10788 -0.01 0.01 -0.01 0.07
H -0.02129 3.66743 -1.03297 -0.01 0.00 -0.01 0.07
H -0.20135 3.35276 0.68145 -0.01 0.00 0.01 0.05
H -2.45586 4.41717 -1.12427 -0.02 0.02 0.01 0.06
H -1.51878 5.36513 0.02434 -0.01 0.01 0.00 0.08
H -2.59705 4.10570 0.60792 -0.02 0.02 -0.01 0.07
```
Positions in Å, forces in eV/Å.

Values from the calculation:
* E_HOMO: -0.55171 hartree
* electronic energy: -2966.29945 Eh
* energy above the lowest of the compared OMol25 structures with the same formula, charge and spin: 50.1 kJ/mol
* total charge: +2
* spin multiplicity: 1
* largest force on an atom: 0.0247 Eh/bohr